Record 1
DFT (the ωB97M-V functional and the def2-TZVPD basis) results for a structure of composition C17H24CoN3O3S3.

Calculated values
relative energy (zero: lowest compared OMol25 entry of this formula, charge and spin) = 5.6 kJ/mol
LUMO (spin up / spin down) = 2.67 / 2.66 eV
Kohn-Sham gap (spin up / spin down) = 6.35 / 6.43 eV
calculated total energy = -3629.694180 Eh
⟨S²⟩ = 3.758

```
! wB97M-V def2-TZVPD RIJCOSX def2/J DEFGRID3
* xyz -1 4
Co 1.0797 -0.2380 -0.7529
N -0.2491 0.8665 -2.1823
C 0.5135 1.5790 -3.2089
C 1.7398 2.2255 -2.5479
N 2.5075 1.2676 -1.7542
C 3.6129 0.6334 -2.4558
C 3.0905 -0.4401 -3.4174
N 2.1096 -1.2580 -2.7171
H -1.0676 0.4156 -2.5704
H -0.5701 1.5779 -1.5298
H -0.0725 2.3815 -3.6731
H 0.8023 0.8770 -3.9923
H 1.3571 2.9905 -1.8775
H 2.3699 2.6984 -3.3131
H 2.8191 1.6773 -0.8823
H 4.2541 0.1589 -1.7110
H 4.2059 1.3651 -3.0220
H 3.9412 -1.0172 -3.8003
H 2.6147 0.0381 -4.2757
H 2.5739 -1.8609 -2.0392
H 1.5613 -1.8345 -3.3420
S -0.3294 -2.0113 -0.2138
C 0.6301 -2.9255 0.9331
C 0.0132 -3.9637 1.6406
C 0.7200 -4.7711 2.5141
C 2.0797 -4.5562 2.7004
C 2.7064 -3.5270 2.0208
C 2.0061 -2.6882 1.1447
S 2.8814 -1.3852 0.3722
H -1.0488 -4.1212 1.4935
H 0.2127 -5.5771 3.0328
H 2.6487 -5.1815 3.3796
H 3.7664 -3.3469 2.1539
C -5.8347 0.9312 2.7031
C -4.4329 1.2915 2.2828
C -4.0348 2.6249 2.2102
C -2.7380 2.9535 1.8519
C -1.8304 1.9441 1.5607
C -2.2090 0.6153 1.6059
C -3.5104 0.2978 1.9713
S -0.2149 2.4907 1.0252
O -0.5169 3.2863 -0.1707
O 0.3406 3.2653 2.1097
O 0.5453 1.2625 0.7347
H -6.4414 1.8256 2.8424
H -5.8150 0.3815 3.6465
H -6.3211 0.2950 1.9617
H -4.7504 3.4107 2.4255
H -2.4022 3.9803 1.7844
H -1.4988 -0.1625 1.3418
H -3.8151 -0.7423 2.0065
*
```

Mulliken atomic charge list, values in e, 2 entries: atom 1 (Co): 1.201, atom 2 (N): -0.341


Record 2
DFT (the ωB97M-V functional and the def2-TZVPD basis) results for a structure of composition C17H24F8NO3Pb in a non-equilibrium geometry.

Calculated values
LUMO = -5.35 eV
Kohn-Sham gap = 6.14 eV
calculated total energy = -1934.033723 Eh

```
! wB97M-V def2-TZVPD RIJCOSX def2/J DEFGRID3
* xyz 1 1
C 4.2863 0.8594 1.1817
C 3.8200 2.1008 0.4572
O 2.4006 2.1937 0.3915
C 1.7961 2.5575 1.5445
O 2.3052 3.2771 2.3683
C 0.4151 1.9973 1.6884
C 0.5095 0.6118 2.3139
C 0.8255 -0.5129 1.2969
C 0.0103 -1.7459 1.6603
C -1.3484 -1.7220 0.9667
C -2.4323 -0.8563 1.5812
O -3.4601 -0.6954 0.5938
C -3.2022 0.3624 -0.2803
C -3.4099 -0.1082 -1.7161
F -4.2941 -1.1026 -1.7442
F -2.2522 -0.6134 -2.2234
C -3.8919 0.9842 -2.6874
F -4.9716 1.5614 -2.1471
F -4.2950 0.3953 -3.8169
C -2.8316 2.0755 -3.0079
F -3.4069 3.2692 -2.8301
F -1.7854 2.0124 -2.1650
C -2.3371 2.0463 -4.4481
F -1.4339 3.0215 -4.5880
F -1.7501 0.8715 -4.7097
N 0.7110 -3.0209 1.3256
C 1.6803 -2.9444 0.4519
C 2.9535 -3.3964 1.1483
C 1.6267 -2.5347 -0.9532
H 4.0258 -0.0034 0.5802
H 3.7288 0.7615 2.1069
H 5.3394 0.8929 1.3950
H 4.2790 2.9734 0.8954
H 4.1574 2.0503 -0.5636
H -0.1219 2.6712 2.3302
H -0.0449 1.9861 0.7066
H 1.3344 0.6451 3.0173
H -0.3464 0.3675 2.9180
H 0.5518 -0.1242 0.3212
H 1.8909 -0.6731 1.3832
H -1.2146 -1.4283 -0.0675
H -1.7100 -2.7375 1.0125
H -2.9193 -1.3408 2.4080
H -2.1012 0.1351 1.8573
H -3.8206 1.2224 -0.0580
H -2.1613 0.6558 -0.2306
H -3.1540 2.2284 -5.1364
H 3.7374 -3.7518 0.4914
H 2.5843 -4.2921 1.7009
H 3.3382 -2.5972 1.7884
H 0.6466 -2.7064 -1.3621
H 2.3489 -3.1163 -1.5041
H 1.8432 -1.4734 -1.0369
Pb 1.5507 -3.2897 3.3940
*
```

Mulliken atomic charge list, values in e, 2 entries: atom 1 (C): -0.782, atom 2 (C): -0.428


Record 3
DFT (the ωB97M-V functional and the def2-TZVPD basis) results for an isolated molecule of C17H24FN3O.

Calculated values
relative energy (zero: lowest compared OMol25 entry of this formula, charge and spin) = 0.0 kJ/mol
LUMO = 0.68 eV
Kohn-Sham gap = 8.55 eV
calculated total energy = -1001.564065 Eh
SMILES = CC(=O)N1CCC(N2CCN(c3ccccc3F)CC2)CC1

```
! wB97M-V def2-TZVPD RIJCOSX def2/J DEFGRID3
* xyz 0 1
C 2.2025 4.6844 -0.1057
C 2.8330 3.5593 0.6900
O 3.4662 3.7764 1.7056
N 2.6814 2.3028 0.2031
C 1.8691 1.9029 -0.9210
C 0.6700 1.0831 -0.4361
C 1.1714 -0.1460 0.3309
N 0.0754 -1.0283 0.6742
C -0.8576 -0.5637 1.6811
C -2.0577 -1.5423 1.7297
N -2.0252 -2.4288 0.5841
C -2.3876 -1.8931 -0.6493
C -1.5817 -1.9449 -1.7903
C -2.0132 -1.4583 -3.0098
C -3.2675 -0.8905 -3.1432
C -4.0946 -0.8267 -2.0353
C -3.6575 -1.3282 -0.8282
F -4.5264 -1.2692 0.2157
C -0.8477 -3.2644 0.6665
C 0.4253 -2.4132 0.9079
C 2.0508 0.3273 1.5006
C 3.1976 1.1814 0.9613
H 2.4403 5.6183 0.3965
H 2.6026 4.7161 -1.1165
H 1.1215 4.5728 -0.1480
H 1.5299 2.7722 -1.4798
H 2.4846 1.2861 -1.5886
H 0.0588 0.7634 -1.2808
H 0.0591 1.7102 0.2143
H 1.8080 -0.7185 -0.3576
H -0.3981 -0.4988 2.6825
H -1.2026 0.4302 1.3947
H -2.9946 -0.9927 1.7644
H -2.0035 -2.1691 2.6240
H -0.5867 -2.3506 -1.7175
H -1.3540 -1.5149 -3.8636
H -3.6023 -0.5054 -4.0934
H -5.0861 -0.4054 -2.0947
H -0.7682 -3.8628 -0.2400
H -1.0015 -3.9516 1.5053
H 0.8003 -2.5770 1.9331
H 1.2153 -2.7047 0.2133
H 2.4565 -0.5290 2.0420
H 1.4581 0.9273 2.1928
H 3.7976 1.5864 1.7779
H 3.8391 0.5778 0.3082
*
```

Mulliken atomic charge list, values in e, 2 entries: atom 1 (C): -1.359, atom 2 (C): 1.155


Record 4
DFT (the ωB97M-V functional and the def2-TZVPD basis) results for a structure of composition C17H24I2N2O4PrS2Ti in a non-equilibrium geometry.

Calculated values
LUMO (spin up / spin down) = -14.56 / -14.35 eV
Kohn-Sham gap (spin up / spin down) = 4.38 / 4.58 eV
calculated total energy = -3829.426043 Eh
⟨S²⟩ = 3.764

```
! wB97M-V def2-TZVPD RIJCOSX def2/J DEFGRID3
* xyz 4 4
I -2.0122 -1.7432 -4.4560
I 0.1284 -3.1455 -3.5740
Ti 0.9166 -2.1809 -0.9461
Pr -1.5487 -0.0465 0.2299
S -1.0756 -2.7133 -0.0238
S 0.7855 0.0400 -1.0704
C -0.7002 -0.8049 2.4556
C -1.7058 -4.4750 0.8569
C 1.2879 1.2692 -2.6856
C -0.9107 -5.5673 0.1723
C -1.4130 -4.3742 2.3383
C -3.1887 -4.4755 0.5293
C 1.8799 0.3419 -3.7278
C 2.3108 2.1764 -2.0163
C 0.0225 1.9679 -3.1415
C 1.7575 -3.0932 0.7661
C 3.1009 -1.7489 -1.1743
O -0.3113 -1.1240 3.4952
O 2.2012 -3.6254 1.7072
O 4.1397 -1.2608 -1.0121
H 0.1539 -5.5088 0.4328
H -0.9908 -5.5049 -0.9200
H -1.2716 -6.5589 0.4870
H -0.3418 -4.2554 2.5338
H -1.7392 -5.2967 2.8474
H -1.9404 -3.5345 2.8050
H -3.6972 -3.6437 1.0344
H -3.6757 -5.4095 0.8463
H -3.3556 -4.3522 -0.5468
H 2.2127 0.9260 -4.6029
H 1.1450 -0.4012 -4.0701
H 2.7394 -0.2084 -3.3247
H 2.7280 2.8990 -2.7311
H 3.1396 1.5779 -1.6190
H 1.8646 2.7362 -1.1841
H 0.2440 2.6381 -3.9931
H -0.4132 2.5846 -2.3415
H -0.7397 1.2442 -3.4699
N -0.5226 6.7813 2.5161
C 0.4516 5.8165 2.6586
O 1.5147 6.0545 3.2184
C 0.1527 4.4904 2.0422
C -0.8770 4.2967 1.1121
C -1.1894 2.9999 0.7052
N -0.5090 1.9277 1.2009
C 0.6030 2.1175 1.9662
C 0.9505 3.3896 2.4007
H -0.3939 7.6179 3.0682
H -1.4766 6.5320 2.2968
H -1.4370 5.1305 0.6826
H -2.0025 2.7803 -0.0148
H 1.1701 1.2149 2.2167
H 1.8385 3.5018 3.0237
*
```

Mulliken atomic charge list, values in e, 2 entries: atom 1 (I): 0.171, atom 2 (I): 0.179


Record 5
DFT (the ωB97M-V functional and the def2-TZVPD basis) results for an isolated molecule of C17H24N2O2.

Calculated values
relative energy (zero: lowest compared OMol25 entry of this formula, charge and spin) = 31.1 kJ/mol
LUMO = 0.66 eV
Kohn-Sham gap = 9.27 eV
calculated total energy = -922.236796 Eh
SMILES = CC(C)C(=O)Nc1cccc(C(=O)N2CCCC[C@@H]2C)c1

```
! wB97M-V def2-TZVPD RIJCOSX def2/J DEFGRID3
* xyz 0 1
C -4.7424 -2.5777 -2.4427
C -3.3262 -3.1235 -2.6514
C -3.3650 -4.5795 -3.1027
C -2.5790 -3.0070 -1.3233
O -2.4805 -3.9199 -0.5371
N -2.0716 -1.7546 -1.1210
C -1.4044 -1.2419 -0.0056
C -1.1876 -1.9797 1.1544
C -0.5378 -1.3948 2.2265
C -0.0862 -0.0891 2.1591
C -0.2836 0.6471 0.9951
C 0.1122 2.0919 0.9215
O -0.7367 2.9667 0.9361
N 1.4350 2.3606 0.8498
C 1.8721 3.7428 0.8542
C 2.8860 3.9728 1.9707
C 4.0624 3.0165 1.8024
C 3.5525 1.5781 1.7806
C 2.4758 1.3600 0.7082
C 3.0509 1.3596 -0.7120
C -0.9509 0.0742 -0.0744
H -5.2567 -3.1662 -1.6865
H -5.3076 -2.6372 -3.3702
H -4.7223 -1.5398 -2.1158
H -2.8145 -2.5196 -3.4096
H -3.7911 -5.1954 -2.3153
H -3.9672 -4.6836 -4.0019
H -2.3601 -4.9404 -3.3086
H -2.2129 -1.0810 -1.8617
H -1.5353 -2.9970 1.2112
H -0.3853 -1.9687 3.1283
H 0.4101 0.3645 3.0043
H 0.9814 4.3575 0.9985
H 2.3163 3.9962 -0.1145
H 3.2256 5.0090 1.9451
H 2.4049 3.7950 2.9345
H 4.5904 3.2429 0.8744
H 4.7704 3.1407 2.6238
H 4.3758 0.8845 1.6042
H 3.1193 1.3446 2.7559
H 2.0183 0.3796 0.8745
H 3.5889 2.2767 -0.9310
H 3.7355 0.5235 -0.8279
H 2.2452 1.2499 -1.4344
H -1.1243 0.6620 -0.9656
*
```

Mulliken atomic charge list, values in e, 2 entries: atom 1 (C): -1.310, atom 2 (C): 0.484